<1>
The following is a DFT calculation (wB97M-V/def2-TZVPD) of a cluster of 2 separate species, C3H8O3S in total.

Last columns: bonded neighbours and bond lengths (Å).
Geometry (Å):
1 O -0.1029 -1.6958 -0.2801  C2 1.199
2 C 0.2863 -0.6706 0.2041  O1 1.199, O3 1.351, C4 1.516
3 O 0.4484 -0.4994 1.5349  C2 1.351, H7 0.973
4 C 0.6568 0.5701 -0.5840  C2 1.516, C5 1.517, H8 1.099, H9 1.091
5 C 1.6332 0.2644 -1.7042  C4 1.517, S6 1.836, H10 1.087, H11 1.089
6 S 1.7178 1.6991 -2.8475  C5 1.836, H12 1.338
7 H 0.1516 -1.3455 1.9133  O3 0.973
8 H -0.2917 0.9965 -0.9391  C4 1.099
9 H 0.9828 1.3638 0.0902  C4 1.091
10 H 1.3628 -0.6754 -2.1793  C5 1.087
11 H 2.6244 0.1427 -1.2694  C5 1.089
12 H 3.0259 1.5553 -3.0894  S6 1.338
13 H -4.5850 -0.7497 3.6982  O15 0.961
14 H -4.0482 -0.5782 2.2657  O15 0.961
15 O -3.8622 -0.3772 3.1865  H13 0.961, H14 0.961

Its orbital gap is 9.90 eV. The spin multiplicity is 1. Its SMILES is O=C(O)CCS.O.



<2>
The following is a DFT calculation (wB97M-V/def2-TZVPD) of a cluster of 2 separate species, C3H8O3S in total.

Last columns: bonded neighbours and bond lengths (Å).
Geometry (Å):
1 C 1.7545 -0.4343 -1.1858  C3 1.591, H8 1.070, H9 1.032, H10 1.070
2 C 0.5053 1.4978 -0.0362  C3 1.357, H11 1.049, H12 1.078
3 C 1.0054 0.2385 0.0460  C1 1.591, C2 1.357, O6 1.414
4 O -2.3979 -0.2775 -1.0364  S7 1.466
5 O -2.0838 -1.1847 1.3515  S7 1.663, H13 0.976
6 O 1.1490 -0.5538 1.2081  C3 1.414, H14 0.922
7 S -2.6301 0.0453 0.3746  O4 1.466, O5 1.663, H15 1.517
8 H 1.1420 -0.4985 -2.0614  C1 1.070
9 H 2.1769 -1.3468 -0.9528  C1 1.032
10 H 2.5688 0.2444 -1.3296  C1 1.070
11 H 0.1743 1.8973 0.8754  C2 1.049
12 H 0.4716 1.8628 -1.0505  C2 1.078
13 H -1.1143 -1.1853 1.4675  O5 0.976
14 H 1.3934 -0.0422 1.9346  O6 0.922
15 H -4.1153 -0.2631 0.3950  S7 1.517

Its orbital gap is 9.90 eV. The spin multiplicity is 1.



Comparing the structures above, <1> comes out on top by 71.0 kcal/mol.